<i>
Here is 2 unconnected molecules or ions with the total composition C2H2Cl2O2S from the Open Molecules 2025 dataset. Energies are from wB97M-V/def2-TZVPD.

Positions of all 9 atoms, in Å:
C 0.523 -0.204 -0.695
S 0.911 3.241 0.621
H 1.044 -1.369 0.725
H -1.290 0.481 0.275
O 1.292 1.968 -0.057
C -0.940 -0.430 -0.215
Cl -1.068 -1.642 1.103
O 1.333 -0.953 -0.071
Cl -1.806 -1.093 -1.686

## Properties
LUMO level (alpha / beta)	-0.0687 / -0.0720	Ha
HOMO level (alpha / beta)	-8.84 / -8.87	eV
Kohn-Sham gap (alpha / beta)	6.97 / 6.91	eV
2S+1	1

Here are the Löwdin charges for atoms 1 to 2, given in e: number 1, C, carries -0.22; number 2, S, carries 0.75

***

<ii>
Here is 2 unconnected molecules or ions with the total composition C2H2Cl2O2S from the Open Molecules 2025 dataset. Energies are from wB97M-V/def2-TZVPD.

Positions of all 9 atoms, in Å:
C -3.848 -0.003 0.508
C 0.062 -1.170 0.483
H 0.637 -0.351 1.119
O -1.218 -2.085 -1.499
H -0.185 -2.184 1.019
S -0.571 -0.900 -0.942
Cl -4.205 -0.218 -1.214
O -2.762 0.121 0.944
Cl -5.282 -0.167 1.385

## Properties
LUMO level	0.0039	Ha
HOMO level	-9.72	eV
Kohn-Sham gap	9.83	eV
2S+1	1

Here are the Löwdin charges for atoms 1 to 2, given in e: number 1, C, carries -1.30; number 2, C, carries -0.38

***

Name the most stable of them. <ii>.

***

<i>
Here is C4H6ClNOS in the gas phase from the Open Molecules 2025 dataset. Energies are from wB97M-V/def2-TZVPD.

Positions of all 14 atoms, in Å:
C 0.864 -0.941 -0.513
H 1.467 -1.519 -1.281
H 2.145 -0.526 1.144
C 0.651 0.370 -1.062
C -1.338 0.297 0.378
O 1.445 -1.062 0.778
H -1.282 1.350 2.186
Cl 1.114 1.857 -0.274
H -1.258 -0.883 -1.381
S -3.063 0.407 -0.298
C -0.554 -0.498 -0.582
H 0.011 0.016 1.674
N -0.750 0.793 1.469
H 0.547 0.340 -2.238

## Properties
LUMO level	0.0090	Ha
structure (SMILES)	NC(=S)[C@@H]1[C@H](O)[C@@H]1Cl
HOMO level	-7.95	eV
Kohn-Sham gap	8.20	eV
2S+1	1

Here are the Löwdin charges for atoms 1 to 2, given in e: number 1, C, carries -0.34; number 2, H, carries 0.18

***

<ii>
Here is C4H6ClNOS in the gas phase from the Open Molecules 2025 dataset. Energies are from wB97M-V/def2-TZVPD.

Positions of all 14 atoms, in Å:
C 0.058 0.190 0.748
H -1.918 0.933 3.224
C -1.226 1.091 2.514
C 1.448 -0.844 -0.732
H -0.021 -2.030 0.718
O -0.678 0.060 1.895
H -1.833 1.944 2.017
N 0.650 1.240 0.356
Cl -1.267 -1.110 -1.031
S 1.218 0.855 -1.379
H 2.363 -0.933 -0.112
H 1.599 -1.399 -1.791
C 0.235 -1.127 -0.013
H -0.355 1.653 2.786

## Properties
LUMO level	0.0203	Ha
structure (SMILES)	COC1=NSC[C@@H]1Cl
HOMO level	-8.96	eV
Kohn-Sham gap	9.51	eV
2S+1	1

Here are the Löwdin charges for atoms 1 to 2, given in e: number 1, C, carries -0.58; number 2, H, carries 0.05

***

Name the most stable of them. <ii>.

***

<i>
Here is CH3N3O3 in the gas phase from the Open Molecules 2025 dataset. Energies are from wB97M-V/def2-TZVPD.

Positions of all 10 atoms, in Å:
O -0.414 0.462 0.549
H -0.415 1.666 -1.858
H 1.624 -2.578 1.856
N 0.793 -1.366 0.912
H -0.072 2.624 -0.437
N 0.672 -2.405 1.449
O 0.010 -1.108 -1.185
N -0.810 2.161 -0.991
C 0.012 -0.723 -0.022
O -1.399 1.265 -0.272

## Properties
LUMO level	0.0015	Ha
structure (SMILES)	[H]/N=N/C(=O)OON
HOMO level	-9.54	eV
Kohn-Sham gap	9.58	eV
2S+1	1

Here are the Löwdin charges for atoms 1 to 2, given in e: number 1, O, carries 0.01; number 2, H, carries 0.14

***

<ii>
Here is 2 unconnected molecules or ions with the total composition CH3N3O3 from the Open Molecules 2025 dataset. Energies are from wB97M-V/def2-TZVPD.

Positions of all 10 atoms, in Å:
H -2.213 0.944 -0.203
N 3.320 -1.016 -0.283
O -1.629 -0.858 -0.218
O 4.998 0.535 -0.219
C -1.251 0.450 -0.113
O -0.116 0.814 -0.143
N 4.011 -0.063 -0.027
H -0.970 -1.441 -0.326
H 2.242 0.680 0.351
N 2.798 -0.032 0.754

## Properties
LUMO level	0.0245	Ha
structure (SMILES)	[O-][N+]1=NN1.O=CO
HOMO level	-10.33	eV
Kohn-Sham gap	11.00	eV
2S+1	1

Here are the Löwdin charges for atoms 1 to 2, given in e: number 1, H, carries 0.14; number 2, N, carries 0.17

***

Name the most stable of them. <ii>.

***

<i>
Here is a molecular structure, C7H14N3O from the Open Molecules 2025 dataset. Energies are from wB97M-V/def2-TZVPD.

Positions of all 25 atoms, in Å:
H -1.739 2.084 -0.392
C 2.354 1.557 -0.523
H -0.739 -0.767 -1.094
H 0.369 -0.814 1.908
N 0.396 0.317 0.260
H 1.064 -2.367 0.736
H 3.065 2.166 -0.947
N 1.559 -0.575 -0.022
H -0.071 0.824 -1.706
H 0.582 1.022 2.272
C 0.117 0.241 1.683
C 1.118 1.984 -0.134
H 2.659 -2.298 -0.120
H -2.326 1.131 -1.708
O 0.417 2.799 0.281
H 1.065 -2.229 -1.086
H 3.520 -0.290 -0.424
C -1.840 1.049 -0.731
H -3.820 0.382 -0.133
C -0.478 0.270 -0.881
C 2.563 0.241 -0.285
H -0.985 0.323 1.843
H -2.454 -0.613 0.185
N -2.812 0.359 0.122
C 1.611 -1.962 -0.154

## Properties
LUMO level	-0.1424	Ha
HOMO level	-12.64	eV
charge	+1
Kohn-Sham gap	8.77	eV
2S+1	1

Here are the Löwdin charges for atoms 1 to 2, given in e: number 1, H, carries 0.10; number 2, C, carries 0.03

***

<ii>
Here is a gas-phase ion, C7H14N3O (charge +1) from the Open Molecules 2025 dataset. Energies are from wB97M-V/def2-TZVPD.

Positions of all 25 atoms, in Å:
N -2.271 -1.388 0.649
C 2.011 -0.404 -0.328
H -0.491 0.988 -2.300
N 0.006 -2.034 0.244
H 0.432 -0.586 -2.127
H 1.052 2.452 1.488
H 0.891 0.818 2.134
C -0.372 0.008 -1.772
C -1.013 -1.200 0.264
H 2.467 1.506 1.836
O 2.980 -0.539 -1.029
H -1.234 -0.610 -2.024
H -2.301 1.412 -0.096
C 1.474 1.430 1.419
C 1.233 0.846 0.066
H -0.867 2.441 -0.237
C -1.214 1.428 0.189
H -2.661 -2.158 1.072
H -0.063 -3.044 0.429
C -0.454 0.252 -0.251
H 1.773 -2.540 -0.505
H -1.104 1.737 1.304
H 1.384 1.627 -0.648
H -2.928 -0.698 0.275
N 1.270 -1.744 -0.052

## Properties
LUMO level	-0.1259	Ha
structure (SMILES)	C[C@H]1C(=O)NNC(=[NH2+])C1(C)C
HOMO level	-13.22	eV
charge	+1
Kohn-Sham gap	9.79	eV
2S+1	1

Here are the Löwdin charges for atoms 1 to 2, given in e: number 1, N, carries 0.24; number 2, C, carries -0.32

***

Name the most stable of them. <ii>.